[1]
{"formula": "C33H81FNO10", "method": "ωB97M-V/def2-TZVPD", "homo_energy_ha": -0.069, "largest_force_ev_per_a": 0.72, "charge": -1, "lumo_energy_ev": 1.46, "symbols": ["C", "C", "O", "C", "C", "O", "C", "C", "O", "C", "C", "F", "C", "C", "C", "C", "N", "H", "H", "H", "H", "H", "H", "H", "H", "H", "H", "H", "H", "H", "H", "H", "H", "H", "H", "H", "H", "H", "H", "H", "H", "H", "C", "C", "C", "O", "H", "H", "H", "H", "H", "H", "H", "H", "C", "C", "C", "O", "H", "H", "H", "H", "H", "H", "H", "H", "C", "C", "C", "O", "H", "H", "H", "H", "H", "H", "H", "H", "C", "C", "C", "O", "H", "H", "H", "H", "H", "H", "H", "H", "C", "C", "C", "O", "H", "H", "H", "H", "H", "H", "H", "H", "C", "C", "C", "O", "H", "H", "H", "H", "H", "H", "H", "H", "C", "C", "C", "O", "H", "H", "H", "H", "H", "H", "H", "H"], "positions_angstrom": [[1.816, -0.472, 2.992], [1.330, -0.427, 1.544], [-0.036, -0.808, 1.504], [-0.776, -0.041, 0.572], [-2.099, -0.725, 0.243], [-1.946, -2.119, 0.233], [-3.145, -2.806, -0.132], [-3.595, -3.777, 0.963], [-4.862, -3.452, 1.447], [-4.830, -2.563, 2.621], [-5.923, -1.573, 2.723], [-7.166, -2.381, 2.847], [-6.070, -0.801, 1.428], [-6.783, 0.561, 1.533], [-6.065, 1.636, 0.707], [-4.920, 2.214, 1.528], [-3.925, 2.996, 0.746], [2.887, -0.660, 3.014], [1.612, 0.489, 3.463], [1.278, -1.251, 3.526], [1.417, 0.602, 1.193], [1.923, -1.104, 0.925], [-0.999, 0.923, 1.044], [-0.192, 0.110, -0.340], [-2.859, -0.424, 0.973], [-2.408, -0.384, -0.754], [-3.953, -2.092, -0.307], [-2.953, -3.329, -1.073], [-2.830, -3.752, 1.746], [-3.641, -4.790, 0.553], [-4.850, -3.208, 3.504], [-3.898, -1.989, 2.590], [-5.042, -0.613, 1.080], [-6.561, -1.385, 0.637], [-6.822, 0.837, 2.588], [-7.806, 0.456, 1.172], [-6.727, 2.427, 0.346], [-5.614, 1.155, -0.169], [-5.331, 2.860, 2.301], [-4.388, 1.389, 1.999], [-4.371, 3.347, -0.093], [-3.209, 2.358, 0.419], [-10.281, -3.568, 0.047], [-9.722, -2.541, 1.022], [-10.761, -2.110, 2.045], [-9.218, -1.410, 0.321], [-11.124, -3.147, -0.514], [-9.515, -3.863, -0.671], [-10.631, -4.461, 0.570], [-8.856, -2.950, 1.540], [-11.619, -1.643, 1.547], [-10.327, -1.381, 2.729], [-11.122, -2.961, 2.625], [-9.939, -0.994, -0.163], [0.740, -0.002, -4.289], [1.185, 1.164, -3.419], [1.833, 2.268, -4.239], [2.082, 0.711, -2.405], [1.603, -0.443, -4.798], [0.279, -0.780, -3.680], [0.023, 0.319, -5.046], [0.323, 1.563, -2.882], [2.729, 1.891, -4.741], [2.144, 3.093, -3.602], [1.151, 2.655, -4.998], [2.861, 0.351, -2.839], [6.022, 1.570, 0.453], [5.647, 0.544, 1.511], [6.835, -0.307, 1.929], [4.590, -0.289, 1.035], [6.391, 1.067, -0.446], [5.153, 2.163, 0.169], [6.803, 2.241, 0.813], [5.238, 1.056, 2.384], [7.216, -0.866, 1.069], [6.533, -1.034, 2.683], [7.648, 0.302, 2.328], [4.917, -0.757, 0.259], [5.381, 6.366, -5.726], [5.030, 5.339, -4.660], [6.239, 4.508, -4.259], [3.976, 4.489, -5.114], [5.743, 5.864, -6.628], [4.502, 6.950, -6.001], [6.159, 7.047, -5.379], [4.627, 5.850, -3.785], [6.620, 3.949, -5.112], [5.965, 3.783, -3.493], [7.041, 5.138, -3.871], [4.294, 4.018, -5.892], [9.289, -0.017, -5.590], [7.885, 0.562, -5.519], [7.009, 0.059, -6.656], [7.930, 1.989, -5.516], [9.775, 0.282, -6.523], [9.897, 0.352, -4.764], [9.270, -1.107, -5.549], [7.429, 0.293, -4.565], [7.430, 0.360, -7.619], [6.007, 0.480, -6.582], [6.930, -1.029, -6.644], [8.332, 2.272, -6.345], [-3.742, 1.389, 6.742], [-3.817, 1.429, 5.223], [-2.441, 1.306, 4.588], [-4.463, 2.622, 4.783], [-3.143, 2.227, 7.116], [-4.740, 1.472, 7.173], [-3.288, 0.460, 7.091], [-4.453, 0.616, 4.864], [-1.803, 2.141, 4.897], [-2.523, 1.331, 3.502], [-1.954, 0.373, 4.877], [-3.944, 3.384, 5.058], [4.128, -5.231, 1.976], [4.221, -4.206, 3.097], [2.850, -3.889, 3.671], [4.861, -3.018, 2.630], [3.515, -4.841, 1.160], [5.119, -5.452, 1.575], [3.677, -6.161, 2.325], [4.871, -4.591, 3.885], [2.205, -3.463, 2.898], [2.930, -3.156, 4.473], [2.366, -4.785, 4.063], [4.307, -2.630, 1.942]]}

=====

[2]
{"formula": "C10H12N2", "method": "ωB97M-V/def2-TZVPD", "homo_energy_ha": -0.311, "e_above_lowest_ev": 2.196, "largest_force_ev_per_a": 2.17, "charge": 0, "smiles": "c1ccc(C2N3CCCN23)cc1", "lumo_energy_ev": 1.02, "symbols": ["C", "C", "C", "C", "C", "N", "C", "C", "C", "N", "C", "C", "H", "H", "H", "H", "H", "H", "H", "H", "H", "H", "H", "H"], "positions_angstrom": [[3.129, 1.114, 2.094], [2.183, 0.284, 2.663], [1.023, -0.045, 1.947], [0.782, 0.444, 0.663], [-0.490, 0.135, -0.073], [-0.408, -0.408, -1.415], [-1.550, -0.118, -2.234], [-2.588, -1.157, -1.968], [-2.252, -1.543, -0.537], [-0.823, -1.274, -0.355], [1.790, 1.281, 0.111], [2.965, 1.599, 0.807], [4.013, 1.371, 2.705], [2.334, -0.096, 3.680], [0.297, -0.740, 2.426], [-1.324, 0.774, 0.159], [-1.893, 0.909, -2.042], [-1.270, -0.172, -3.290], [-2.450, -2.034, -2.636], [-3.593, -0.769, -2.088], [-2.440, -2.581, -0.322], [-2.814, -0.938, 0.167], [1.649, 1.680, -0.900], [3.730, 2.286, 0.438]]}

=====

[3]
{"formula": "C38H31ClN2O6PSZn", "method": "ωB97M-V/def2-TZVPD", "homo_energy_ha": -0.180, "largest_force_ev_per_a": 0.51, "charge": -1, "lumo_energy_ev": 1.31, "symbols": ["Zn", "C", "C", "C", "C", "C", "C", "P", "C", "C", "C", "C", "C", "C", "C", "C", "C", "C", "C", "C", "C", "C", "C", "C", "H", "H", "H", "H", "H", "H", "H", "H", "H", "H", "H", "H", "H", "H", "H", "H", "Cl", "C", "C", "C", "C", "C", "C", "C", "H", "H", "H", "H", "H", "H", "C", "S", "C", "H", "H", "H", "H", "H", "H", "O", "C", "O", "C", "C", "C", "C", "C", "C", "N", "O", "O", "N", "O", "O", "H", "H", "H"], "positions_angstrom": [[-0.657, -0.393, 0.515], [6.062, 1.864, 0.791], [5.429, 1.040, -0.129], [4.056, 0.854, -0.069], [3.297, 1.503, 0.906], [3.939, 2.332, 1.821], [5.315, 2.508, 1.766], [1.490, 1.204, 0.885], [0.955, 1.962, 2.473], [0.216, 3.137, 2.557], [-0.231, 3.606, 3.788], [0.069, 2.914, 4.949], [0.811, 1.740, 4.877], [1.239, 1.266, 3.649], [0.912, 2.475, -0.308], [1.708, 3.524, -0.679], [1.216, 4.551, -1.514], [-0.081, 4.519, -1.932], [-0.936, 3.447, -1.568], [-2.289, 3.428, -1.987], [-3.098, 2.390, -1.632], [-2.578, 1.316, -0.874], [-1.271, 1.265, -0.442], [-0.440, 2.381, -0.775], [7.135, 2.002, 0.750], [6.003, 0.537, -0.897], [3.554, 0.222, -0.790], [3.364, 2.842, 2.585], [5.802, 3.155, 2.486], [-0.026, 3.684, 1.655], [-0.820, 4.513, 3.833], [-0.283, 3.278, 5.906], [1.037, 1.185, 5.778], [1.787, 0.331, 3.597], [2.730, 3.586, -0.324], [1.869, 5.365, -1.800], [-0.480, 5.311, -2.555], [-2.662, 4.252, -2.585], [-4.137, 2.379, -1.940], [-3.251, 0.499, -0.627], [-6.998, 1.178, 2.589], [-5.369, 0.528, 2.544], [-4.287, 1.368, 2.747], [-3.005, 0.850, 2.693], [-2.761, -0.507, 2.445], [-1.386, -1.029, 2.307], [-3.885, -1.323, 2.273], [-5.177, -0.822, 2.312], [-4.448, 2.422, 2.930], [-2.160, 1.519, 2.822], [-1.361, -2.117, 2.384], [-0.732, -0.606, 3.072], [-3.737, -2.382, 2.103], [-6.029, -1.474, 2.172], [-2.981, -2.038, -2.445], [-2.524, -2.813, -0.889], [-4.087, -3.625, -0.522], [-3.832, -1.370, -2.309], [-3.213, -2.784, -3.206], [-2.129, -1.442, -2.771], [-4.361, -4.317, -1.319], [-4.884, -2.895, -0.373], [-3.957, -4.193, 0.398], [1.693, -0.449, -1.860], [1.183, -1.521, -1.538], [0.331, -1.752, -0.637], [1.622, -2.775, -2.293], [2.709, -2.699, -3.153], [3.102, -3.834, -3.839], [2.453, -5.047, -3.723], [1.369, -5.075, -2.868], [0.939, -3.976, -2.147], [0.640, -6.358, -2.725], [-0.392, -6.349, -2.089], [1.101, -7.330, -3.291], [4.270, -3.757, -4.746], [4.572, -4.763, -5.358], [4.875, -2.707, -4.796], [3.221, -1.757, -3.281], [2.773, -5.920, -4.268], [0.084, -4.034, -1.487]]}